Below is 12 unconnected molecules or ions with the total composition C40H82N2O14, with properties calculated with the ωB97M-V functional and the def2-TZVPD basis.

Multiplicity: 1

Geometry (Å):
O -3.4627 1.9471 -0.5892
C -3.1486 0.8695 -1.0299
O -3.4251 -0.2906 -0.2778
C -2.2796 -0.4560 0.5018
C -2.1813 0.2842 1.7135
N -1.1757 0.2395 2.5471
C -0.1898 -0.5898 2.0802
C 0.9759 -0.7398 2.8638
C 2.0162 -1.5295 2.5024
C 1.9305 -2.2765 1.2829
C 0.8142 -2.1816 0.4844
C 0.7727 -3.0299 -0.7981
C 0.4685 -2.2210 -2.0985
C 0.3623 -3.2162 -3.2965
O 1.4892 -4.0790 -3.4039
C -0.2668 -1.3285 0.8829
N -1.3698 -1.2719 0.0758
C -2.4169 0.7533 -2.3426
C -2.9228 0.1604 -3.4782
C -2.1556 0.1121 -4.6312
C -0.8723 0.6326 -4.7026
C -0.3417 1.2095 -3.5133
C -1.1224 1.2610 -2.3784
H -3.0211 0.9355 1.9746
H 1.0284 -0.1892 3.8077
H 2.8806 -1.6007 3.1622
H 2.7635 -2.9214 1.0166
H 1.7691 -3.4786 -0.9339
H 0.0771 -3.8810 -0.7172
H -0.4905 -1.6924 -2.0837
H 1.2591 -1.4959 -2.3518
H -0.5579 -3.8372 -3.2310
H 0.2645 -2.6471 -4.2417
H 2.2896 -3.5850 -3.1950
H -3.9294 -0.2587 -3.4729
H -2.5699 -0.3316 -5.5367
H -0.2880 0.5781 -5.6165
H 0.6674 1.6185 -3.5335
H -0.6682 1.7184 -1.4949
C -2.9616 -7.1034 -3.6635
C -2.3644 -6.3124 -2.5150
O -2.6616 -4.9253 -2.6460
H -2.5758 -6.7399 -4.6170
H -2.7281 -8.1656 -3.5710
H -4.0477 -6.9853 -3.6897
H -1.2790 -6.4150 -2.5042
H -2.7557 -6.6695 -1.5558
H -3.6211 -4.8306 -2.6449
C 0.4928 2.1304 6.6486
C 1.9835 2.2835 6.4078
O 2.3417 1.7546 5.1312
H 0.2039 1.0789 6.5980
H 0.2110 2.5258 7.6263
H -0.0785 2.6580 5.8801
H 2.5500 1.7406 7.1619
H 2.2780 3.3360 6.4486
H 1.8462 2.2460 4.4665
C -3.4956 4.2817 -4.5184
C -2.0012 4.3375 -4.7657
O -1.6660 3.6914 -5.9949
H -3.8376 3.2450 -4.4884
H -3.7522 4.7661 -3.5761
H -4.0402 4.7776 -5.3268
H -1.4638 3.8241 -3.9692
H -1.6548 5.3742 -4.8036
H -2.1314 4.1492 -6.7015
C 2.7387 -6.7137 -2.0110
C 4.1364 -6.1524 -1.8758
O 4.5370 -6.1394 -0.5125
H 2.0393 -6.1226 -1.4193
H 2.4171 -6.7023 -3.0528
H 2.6898 -7.7424 -1.6421
H 4.1698 -5.1210 -2.2289
H 4.8517 -6.7403 -2.4611
H 4.5194 -7.0407 -0.1770
C -5.6099 1.2856 3.9790
C -5.1092 2.4665 4.7897
O -4.1087 2.0587 5.7183
H -6.0211 0.5173 4.6352
H -6.3824 1.5943 3.2722
H -4.7911 0.8247 3.4217
H -5.9234 2.9113 5.3607
H -4.6882 3.2354 4.1323
H -3.3813 1.6749 5.2170
C -3.6122 5.4971 -0.4937
C -2.1973 5.7452 -0.9773
O -2.1938 6.6186 -2.1055
H -4.2141 5.0557 -1.2885
H -3.6131 4.8231 0.3644
H -4.1000 6.4328 -0.2068
H -1.7287 4.8083 -1.2801
H -1.5921 6.1937 -0.1821
H -2.5985 7.4479 -1.8332
C 3.8174 -0.8735 -6.1157
C 2.5862 -0.2192 -5.5172
O 2.2987 -0.7613 -4.2378
H 3.6703 -1.9508 -6.2041
H 4.0374 -0.4659 -7.1037
H 4.6877 -0.7193 -5.4725
H 1.7168 -0.3917 -6.1503
H 2.7306 0.8628 -5.4179
H 3.0652 -0.5950 -3.6791
C 5.0696 5.6060 8.0422
C 5.2543 4.2783 8.7537
O 4.8090 3.1993 7.9374
H 4.0204 5.7571 7.7843
H 5.4012 6.4361 8.6687
H 5.6362 5.6256 7.1079
H 4.6717 4.2540 9.6739
H 6.3079 4.1197 9.0075
H 5.3287 3.2116 7.1275
C 1.1868 5.4528 1.0290
C 0.8458 4.3980 2.0683
O 1.0354 4.8972 3.3908
H 2.2211 5.7805 1.1422
H 1.0485 5.0615 0.0193
H 0.5558 6.3367 1.1513
H 1.4917 3.5275 1.9537
H -0.1949 4.0725 1.9612
H 0.4584 5.6591 3.5019
C 7.1443 -3.1309 0.3071
C 5.6421 -3.0737 0.1056
O 5.0373 -2.1640 1.0229
H 7.3796 -3.4406 1.3262
H 7.6059 -3.8325 -0.3897
H 7.5932 -2.1447 0.1594
H 5.2015 -4.0541 0.2731
H 5.3995 -2.7534 -0.9151
H 5.4190 -1.2932 0.8747
C -5.1390 -2.9701 0.6781
C -4.9316 -3.9834 -0.4250
O -5.8328 -3.7606 -1.5115
H -6.1613 -3.0129 1.0585
H -4.4488 -3.1535 1.5042
H -4.9782 -1.9584 0.3049
H -5.1106 -4.9939 -0.0562
H -3.9071 -3.9275 -0.8004
H -5.6688 -2.8730 -1.8460

Atomic partial charges in e from the Mulliken method, atoms 1 to 8: O -0.478; C -0.864; O -0.347; C 0.188; C -0.394; N -0.581; C -0.013; C -0.321

=====

Below is 11 unconnected molecules or ions with the total composition C40H82O21S10, with properties calculated with the ωB97M-V functional and the def2-TZVPD basis.

Multiplicity: 1

Geometry (Å):
O 15.0689 -21.1670 -8.6182
H 14.6997 -21.8620 -9.2143
H 14.3859 -20.5022 -8.8200
C 18.2745 -15.1555 -10.6840
C 17.1663 -16.0746 -10.2171
C 17.5939 -16.6805 -8.9072
S 18.1812 -15.1896 -7.9820
O 19.0459 -15.5530 -6.8725
O 17.0397 -14.2995 -7.6641
C 18.9468 -14.5017 -9.4477
H 17.8001 -14.3310 -11.2659
H 19.0574 -15.6529 -11.2303
H 16.9509 -16.7297 -11.0870
H 16.2613 -15.4511 -10.0622
H 18.4631 -17.3414 -9.0292
H 16.7672 -17.2150 -8.4378
H 20.0255 -14.6430 -9.4634
H 18.7009 -13.4328 -9.2739
C 10.2939 -23.4030 -5.8433
C 11.0664 -22.1051 -5.5870
C 11.3794 -21.5099 -6.9484
S 11.4443 -22.8815 -8.1188
O 12.7286 -23.0567 -8.6429
O 10.3943 -22.6630 -9.0526
C 11.0118 -24.2162 -6.9220
H 9.2353 -23.2415 -6.1956
H 10.2008 -24.0053 -4.9070
H 11.9629 -22.3335 -5.0607
H 10.3964 -21.4156 -5.0178
H 12.4207 -21.1681 -6.8542
H 10.6843 -20.7585 -7.3281
H 11.9550 -24.6392 -6.5518
H 10.3413 -24.8822 -7.5036
C 15.1420 -26.9605 -7.8532
C 16.5827 -26.6772 -7.7095
C 17.0684 -25.9334 -8.9647
S 15.6529 -25.0554 -9.6008
O 15.3635 -25.5151 -10.9324
O 15.8128 -23.6302 -9.4235
C 14.4987 -25.6879 -8.3819
H 14.7597 -27.2267 -6.8838
H 15.0068 -27.8165 -8.5260
H 17.1380 -27.6500 -7.5870
H 16.7928 -26.1079 -6.8178
H 17.2947 -26.5751 -9.8448
H 17.9075 -25.2653 -8.7975
H 13.5912 -25.8444 -8.9282
H 14.2571 -24.9071 -7.6311
C 16.0207 -15.0996 -4.0265
C 17.4932 -14.6788 -4.0472
C 18.3991 -15.9178 -3.8967
S 17.3783 -17.3123 -4.2581
O 17.7317 -18.4387 -3.4133
O 17.2196 -17.6156 -5.6688
C 15.9269 -16.5673 -3.5195
H 15.5647 -15.0843 -5.0137
H 15.4564 -14.3957 -3.4177
H 17.6989 -13.9192 -3.2625
H 17.7382 -14.1234 -4.9350
H 18.6058 -16.0483 -2.7994
H 19.3986 -15.9351 -4.3824
H 16.0972 -16.6805 -2.4540
H 14.9959 -17.0654 -3.7420
C 8.5413 -19.4002 -10.7037
C 7.4534 -20.4202 -10.2022
C 7.6951 -20.6540 -8.7229
S 8.1130 -19.0176 -8.1128
O 9.1921 -19.1371 -7.1220
O 6.9105 -18.3156 -7.6530
C 8.4911 -18.2426 -9.7073
H 8.4106 -19.0952 -11.7627
H 9.4716 -19.9640 -10.6981
H 7.5585 -21.2788 -10.8270
H 6.5203 -19.9339 -10.3760
H 8.5923 -21.2723 -8.5087
H 6.8236 -20.9693 -8.2027
H 9.4425 -17.7303 -9.6446
H 7.7079 -17.4763 -9.9595
C 14.5656 -20.9970 -13.4152
C 13.0767 -20.4732 -13.5214
C 12.9539 -19.2084 -12.6475
S 14.6643 -18.6813 -12.3510
O 15.1252 -19.0406 -11.0096
O 14.7828 -17.2649 -12.7287
C 15.4723 -19.7523 -13.5120
H 14.9032 -21.6121 -14.2124
H 14.7659 -21.5455 -12.5285
H 12.3042 -21.1721 -13.2384
H 12.8418 -20.2506 -14.5479
H 12.5115 -19.3619 -11.6531
H 12.4676 -18.3755 -13.2062
H 16.4451 -19.8826 -13.1365
H 15.4751 -19.2989 -14.5021
C 18.5730 -20.7583 -9.5755
C 17.9520 -20.8618 -11.0087
C 18.2769 -22.1754 -11.6930
S 19.7119 -22.6777 -10.8130
O 20.7829 -21.8887 -11.3173
O 19.8384 -24.1180 -10.7816
C 19.1634 -22.0825 -9.2590
H 17.8320 -20.3827 -8.8411
H 19.3293 -19.9515 -9.6060
H 18.3763 -20.1102 -11.6634
H 16.8817 -20.7373 -10.9262
H 18.3845 -22.2328 -12.7646
H 17.6292 -22.9288 -11.2951
H 19.9358 -22.0555 -8.5195
H 18.4270 -22.7401 -8.8842
C 14.7905 -21.2583 -4.1081
C 15.5947 -21.0211 -5.4400
C 15.7782 -22.3840 -6.1520
S 15.0378 -23.5745 -5.0794
O 15.8039 -24.7643 -5.0082
O 13.6207 -23.7178 -5.3876
C 15.2145 -22.5706 -3.5590
H 13.7248 -21.3032 -4.2635
H 15.0117 -20.3671 -3.4803
H 16.4898 -20.4899 -5.2277
H 15.0295 -20.3957 -6.1088
H 16.8019 -22.7995 -6.2908
H 15.2682 -22.5483 -7.1001
H 16.1794 -22.7232 -3.1177
H 14.4288 -22.9667 -2.8724
C 20.2187 -19.6764 -6.3024
C 21.6719 -20.1550 -6.4524
C 21.9228 -21.5459 -5.8807
S 20.3048 -21.9401 -5.0898
O 20.3690 -22.4158 -3.7242
O 19.5886 -22.7069 -6.1095
C 19.7853 -20.2803 -4.9985
H 19.5569 -20.0040 -7.1045
H 20.2019 -18.5719 -6.2467
H 22.3241 -19.4029 -5.8696
H 22.1031 -20.1413 -7.4245
H 22.7123 -21.5796 -5.1617
H 22.1211 -22.3636 -6.6501
H 20.3992 -19.8038 -4.2565
H 18.7614 -20.1218 -4.6006
C 13.8689 -15.9846 -7.4541
C 13.0690 -16.7121 -6.4284
C 11.7907 -17.1688 -7.0712
S 12.3312 -17.6913 -8.7339
O 11.4261 -17.1650 -9.7539
O 12.6508 -19.0941 -8.6825
C 13.9260 -16.8908 -8.7168
H 14.8448 -15.8491 -7.0647
H 13.4154 -14.9829 -7.7031
H 12.9504 -16.0038 -5.5780
H 13.6095 -17.5257 -5.9808
H 11.1196 -16.3363 -7.2311
H 11.1506 -17.9521 -6.6624
H 14.1722 -16.3097 -9.6073
H 14.5771 -17.7961 -8.6066

Atomic partial charges in e from the Mulliken method, atoms 1 to 8: O 1.587; H -0.107; H -0.574; C -0.848; C 0.209; C 0.254; S 1.377; O -0.720

=====

Below is 24 unconnected molecules or ions with the total composition C40H84Cl46N4O4PSi, with properties calculated with the ωB97M-V functional and the def2-TZVPD basis.

Total charge: +1
Multiplicity: 1

Geometry (Å):
C 0.7821 -3.8776 1.5436
C 0.1517 -2.4186 1.7515
C 0.0060 -1.6321 0.3426
C -1.0573 -0.4568 0.7566
C -2.6208 -0.7463 0.6236
C -3.4028 0.1243 -0.4712
O -4.7698 0.2743 0.0392
Si -5.9285 -0.3715 -1.0798
C -5.9572 -2.2792 -1.1973
C -5.6336 0.4987 -2.7891
C -7.7269 0.1496 -0.5687
N -0.4545 0.7910 0.1886
C 1.0209 0.5881 0.4033
N 1.9490 1.7256 0.2598
C 1.6508 2.8574 1.1937
C 2.0345 2.2496 -1.1106
C 3.4180 2.9952 -1.4902
O 1.1354 2.1979 -1.9766
C 1.3311 -0.8520 -0.2365
C 1.6494 -0.9934 -1.8068
C 0.3888 -0.9008 -2.7935
C 0.4940 -1.8956 -4.0786
N 0.9723 -3.2903 -4.0218
O 0.1052 -1.4729 -5.1988
P 2.9562 -1.3697 0.6700
N 3.4886 -2.9585 0.0749
O 4.2372 -0.2999 0.2701
H 1.6850 -4.0213 2.2310
H 1.0646 -3.9487 0.4349
H -0.0093 -4.6859 1.7199
H 0.6989 -1.7633 2.5056
H -0.9257 -2.5353 2.1476
H -0.6185 -2.2257 -0.4041
H -0.9275 -0.3208 1.8920
H -3.1435 -0.6678 1.6383
H -2.7222 -1.8497 0.3030
H -2.9647 1.1634 -0.6221
H -3.4514 -0.5052 -1.4259
H -5.9282 -2.8101 -0.1725
H -6.9420 -2.6388 -1.6780
H -5.0826 -2.7168 -1.7990
H -5.0744 -0.2603 -3.4396
H -6.6485 0.7857 -3.2085
H -4.9755 1.4106 -2.5415
H -8.1999 -0.7411 -0.0317
H -8.3821 0.3569 -1.4928
H -7.7330 1.0516 0.1342
H -0.6858 0.6987 -0.8275
H -0.8448 1.7176 0.4177
H 1.0844 0.3719 1.5378
H 1.8043 3.8275 0.6019
H 2.3593 2.9085 2.0846
H 0.5800 2.8380 1.5782
H 3.3493 4.1222 -1.2669
H 4.2910 2.6227 -0.8375
H 3.6912 2.8918 -2.5935
H 2.4836 -0.2656 -2.1229
H 2.1073 -2.0411 -1.9618
H 0.2500 0.1412 -3.2650
H -0.6175 -1.1506 -2.3088
H 1.9644 -3.2552 -3.7523
H 0.3965 -3.7565 -3.3100
H 4.1446 -3.3911 0.7499
H 4.0599 -2.7541 -0.7664
H 4.2186 -0.0336 -0.6758
C -1.1086 -6.3962 -1.4794
Cl 0.2146 -7.4779 -1.9251
Cl -0.5404 -4.7274 -1.3093
H -1.8721 -6.4323 -2.2548
H -1.5310 -6.7244 -0.5296
C -2.7973 -2.9999 -5.1543
Cl -3.6888 -1.6379 -5.8394
Cl -3.4712 -3.4828 -3.5895
H -2.8574 -3.8433 -5.8398
H -1.7580 -2.7084 -5.0187
C -6.1697 0.9380 -6.5745
Cl -7.7776 0.2864 -6.2354
Cl -5.6046 1.9647 -5.2509
H -5.4737 0.1119 -6.7029
H -6.2125 1.5295 -7.4874
C -4.1232 -9.0206 0.1329
Cl -2.8003 -10.1014 -0.3167
Cl -3.5569 -7.3527 0.2996
H -4.8889 -9.0577 -0.6398
H -4.5411 -9.3482 1.0830
C 6.2811 -6.1820 1.7068
Cl 6.5798 -6.2774 -0.0341
Cl 5.2972 -4.7683 2.1103
H 5.7565 -7.0795 2.0250
H 7.2380 -6.1055 2.2288
C -4.1094 4.9133 -7.5291
Cl -4.7361 3.8916 -8.8294
Cl -4.5926 6.5985 -7.7500
H -4.5011 4.5542 -6.5788
H -3.0224 4.8542 -7.5267
C 7.1293 -3.6433 -3.1530
Cl 5.4236 -3.2002 -2.9660
Cl 8.1439 -2.8205 -1.9623
H 7.2317 -4.7188 -3.0196
H 7.4575 -3.3623 -4.1521
C -6.4746 3.9705 -0.9976
Cl -8.0751 3.4052 -1.4891
Cl -5.5871 4.6550 -2.3655
H -6.5897 4.7361 -0.2323
H -5.9106 3.1287 -0.5963
C -11.7484 -1.2559 -0.5201
Cl -10.4173 -2.3354 -0.9557
Cl -11.1969 0.4171 -0.3650
H -12.5108 -1.3057 -1.2953
H -12.1679 -1.5790 0.4311
C 3.9950 1.0209 -5.0338
Cl 4.5147 0.7460 -3.3633
Cl 5.1284 0.3020 -6.1807
H 3.0134 0.5718 -5.1771
H 3.9403 2.0932 -5.2146
C -1.3515 5.0770 0.3386
Cl -1.3006 5.1482 -1.4253
Cl -2.3616 3.7327 0.8945
H -0.3399 4.9399 0.7166
H -1.7638 6.0095 0.7195
C 4.7673 -0.3002 3.9600
Cl 6.0719 -0.4641 5.1445
Cl 4.5729 -1.7756 3.0116
H 3.8341 -0.0967 4.4822
H 5.0018 0.5241 3.2874
C 8.7520 -1.4365 2.1775
Cl 10.1818 -2.3064 1.6055
Cl 7.2836 -2.3842 1.9183
H 8.8610 -1.2365 3.2422
H 8.6682 -0.4988 1.6335
C 8.2979 -8.0372 4.3841
Cl 8.4244 -6.2993 4.0724
Cl 6.6688 -8.6378 4.0512
H 9.0054 -8.5628 3.7453
H 8.5348 -8.2252 5.4296
C 6.1532 1.3085 8.6147
Cl 5.2688 2.6768 7.9279
Cl 5.4816 0.8303 10.1788
H 6.0868 0.4655 7.9292
H 7.1950 1.5934 8.7499
C -1.6885 8.8249 2.8088
Cl -0.2542 7.9563 2.2522
Cl -3.1457 7.8637 2.5364
H -1.5899 9.0276 3.8737
H -1.7721 9.7619 2.2613
C -1.8322 3.1410 -11.4386
Cl -0.9764 4.3131 -12.4471
Cl -0.7869 2.5213 -10.1537
H -2.6975 3.6264 -10.9881
H -2.1585 2.3099 -12.0612
C 0.9942 0.5888 6.1006
Cl -0.6068 0.0212 5.6127
Cl 1.8782 1.2652 4.7256
H 0.8803 1.3602 6.8611
H 1.5586 -0.2492 6.5064
C 2.9134 8.7025 0.1611
Cl 2.4762 6.9947 0.3101
Cl 1.8386 9.5413 -0.9616
H 2.8389 9.1724 1.1402
H 3.9354 8.7745 -0.2065
C -7.8602 0.0372 3.1919
Cl -7.0767 1.4855 2.5487
Cl -9.3835 -0.2824 2.3574
H -7.1932 -0.8129 3.0577
H -8.0634 0.1823 4.2515
C 12.4116 0.6060 1.1568
Cl 10.7131 1.0570 1.3501
Cl 13.4299 1.4245 2.3464
H 12.5077 -0.4703 1.2893
H 12.7398 0.8862 0.1575
C -5.6876 3.3230 5.4835
Cl -4.8240 4.4790 4.4618
Cl -4.6500 2.7184 6.7810
H -6.5526 3.8165 5.9231
H -6.0138 2.4832 4.8707
C 2.5139 3.0433 10.4549
Cl 1.8829 2.0106 9.1655
Cl 2.0488 4.7300 10.2083
H 2.1143 2.7016 11.4080
H 3.6000 2.9730 10.4630

Atomic partial charges in e from the Mulliken method, atoms 1 to 8: C -0.850; C -0.665; C 0.653; C -0.670; C -1.072; C -0.463; O -0.159; Si 0.621

=====

These records have HOMO energy values of -8.68, -9.88, -9.97 eV, in the order they appear.